Entry from OMol25: 2 unconnected molecules or ions with the total composition C25H23 (ωB97M-V/def2-TZVPD).

XYZ file:
```
48
Properties=species:S:1:pos:R:3
C -2.064 3.038 1.882
C -2.478 1.963 0.902
C -3.838 1.360 1.060
C -3.955 -0.143 1.058
C -4.144 0.624 2.346
C -1.646 1.575 -0.089
H -2.831 3.166 2.653
H -1.113 2.794 2.378
H -1.920 3.995 1.366
H -4.680 1.927 0.628
H -4.872 -0.596 0.662
H -3.028 -0.688 0.859
H -3.366 0.626 3.112
H -5.176 0.639 2.721
H -1.927 0.791 -0.792
H -0.684 2.078 -0.239
C 1.080 -0.269 -0.714
C 1.464 0.203 -2.016
C 0.590 0.086 -3.120
C 1.040 0.303 -4.416
C 2.374 0.677 -4.644
C 3.246 0.867 -3.564
C 2.788 0.664 -2.269
C 1.806 0.077 0.489
C 1.606 -0.967 1.446
C 2.400 -1.037 2.581
C 3.278 0.021 2.843
C 3.381 1.117 1.971
C 2.690 1.123 0.756
C 0.664 -1.925 0.874
C 0.294 -1.466 -0.440
C -0.537 -2.264 -1.230
C -1.004 -3.478 -0.706
C -0.550 -3.958 0.532
C 0.308 -3.186 1.322
H -0.450 -0.168 -2.931
H 0.351 0.170 -5.251
H 2.724 0.848 -5.660
H 4.284 1.162 -3.736
H 3.487 0.803 -1.451
H 2.331 -1.904 3.232
H 3.888 0.008 3.744
H 4.027 1.958 2.215
H 2.841 1.915 0.027
H -0.806 -1.965 -2.237
H -1.703 -4.074 -1.293
H -0.876 -4.939 0.878
H 0.707 -3.553 2.264
```

The charge is +1. The HOMO energy is -11.5 eV. The value obtained for the HOMO-LUMO gap is 5.54 eV.

These are the Mulliken partial charges, in e, on atoms 1 to 4: number 1, C, carries -1.438; number 2, C, carries 0.589; number 3, C, carries -0.138; number 4, C, carries -0.454

---

Entry from OMol25: a molecular structure, C25H23Cl5N7SV (ωB97M-V/def2-TZVPD).

XYZ file:
```
62
Properties=species:S:1:pos:R:3
V -0.021 -0.299 0.220
C 0.759 1.138 -2.268
N 0.145 1.582 -1.001
C 0.966 2.622 -0.340
C 1.364 2.310 1.084
C 2.224 3.171 1.751
C 2.595 2.878 3.050
C 2.090 1.730 3.643
C 1.238 0.930 2.910
N 0.871 1.207 1.651
C -1.215 2.083 -1.283
C -2.260 1.007 -1.238
C -3.507 1.228 -1.799
C -4.491 0.263 -1.672
C -4.163 -0.902 -0.996
C -2.892 -1.049 -0.480
N -1.944 -0.102 -0.563
C 2.065 0.451 -1.996
C 3.044 0.342 -2.971
C 4.237 -0.279 -2.642
C 4.417 -0.734 -1.346
C 3.383 -0.586 -0.441
N 2.211 -0.027 -0.758
H 0.059 0.447 -2.743
H 0.900 1.993 -2.944
H 1.870 2.800 -0.927
H 0.415 3.567 -0.341
H 2.596 4.055 1.250
H 3.268 3.529 3.590
H 2.353 1.447 4.651
H 0.809 0.023 3.320
H -1.452 2.834 -0.525
H -1.240 2.591 -2.255
H -3.684 2.151 -2.337
H -5.472 0.407 -2.103
H -4.867 -1.715 -0.883
H -2.594 -1.961 0.019
H 2.871 0.737 -3.962
H 5.020 -0.391 -3.380
H 5.339 -1.202 -1.034
H 3.483 -0.939 0.575
Cl 1.496 -2.405 1.405
C 0.940 -3.035 -0.192
C 0.155 -2.174 -0.930
C -0.245 -2.714 -2.142
Cl -1.247 -1.751 -3.232
C 0.108 -3.986 -2.588
Cl -0.414 -4.586 -4.113
C 0.908 -4.798 -1.778
Cl 1.366 -6.372 -2.288
C 1.339 -4.316 -0.543
Cl 2.329 -5.272 0.486
N -2.423 1.576 2.189
N -2.853 0.799 3.254
C -2.485 -0.489 3.409
N -3.061 -1.109 4.452
S -1.383 -1.357 2.467
H -2.054 2.450 2.538
H -3.186 1.738 1.541
H -3.583 1.166 3.849
H -3.698 -0.648 5.079
H -2.802 -2.059 4.648
```

The charge is +1. The HOMO energy (alpha / beta) is -9.1 / -8.5 eV. The value obtained for the HOMO-LUMO gap (alpha / beta) is 6.92 / 6.27 eV. The spin multiplicity is 2. The expectation value of S² is 0.8026. The energy above the lowest of the compared OMol25 structures with the same formula, charge and spin is 0.0 kJ/mol.

These are the Mulliken partial charges, in e, on atoms 1 to 4: number 1, V, carries -0.321; number 2, C, carries -1.271; number 3, N, carries 0.907; number 4, C, carries -1.706

---

no.,calculated total energy (hartree),strongest force on any atom (eV Å⁻¹)
1,-966.13290,1.41
2,-4992.74302,1.33